No. 1
{
  "formula": "C45H56BCoN5S",
  "method": "the ωB97M-V functional and the def2-TZVPD basis",
  "homo_lumo_gap_ev": [5.6, 6.2],
  "s2": 3.766,
  "charge": 0,
  "e_homo_ev": [-6.0792, -6.7685],
  "multiplicity": 4,
  "elements": ["Co", "C", "N", "C", "C", "C", "C", "C", "C", "C", "C", "H", "H", "H", "H", "H", "H", "H", "H", "H", "H", "H", "H", "C", "C", "C", "C", "C", "C", "C", "C", "C", "C", "C", "C", "N", "B", "N", "C", "C", "C", "C", "C", "C", "C", "C", "C", "C", "C", "C", "C", "C", "H", "H", "H", "H", "H", "H", "H", "H", "H", "H", "H", "H", "H", "H", "H", "H", "H", "H", "H", "H", "H", "H", "H", "H", "H", "H", "H", "H", "H", "H", "H", "H", "H", "H", "H", "H", "S", "C", "C", "C", "N", "C", "C", "C", "C", "C", "N", "C", "C", "H", "H", "H", "H", "H", "H", "H", "H"],
  "positions_angstrom": [[-0.697, 0.114, -1.124], [-2.464, -2.326, -1.154], [-1.689, -1.520, -2.102], [-0.790, -2.464, -2.805], [-2.604, -0.844, -3.085], [-3.065, 0.450, -2.500], [-4.149, 1.111, -3.063], [-4.534, 2.399, -2.744], [-3.729, 3.063, -1.831], [-2.683, 2.416, -1.201], [-2.273, 1.131, -1.541], [-3.126, -3.018, -1.685], [-3.065, -1.658, -0.531], [-1.750, -2.899, -0.600], [-1.340, -3.214, -3.400], [-0.245, -3.019, -2.008], [-0.055, -1.972, -3.426], [-3.493, -1.493, -3.269], [-2.068, -0.637, -4.039], [-4.745, 0.593, -3.801], [-5.365, 2.863, -3.258], [-3.926, 4.088, -1.547], [-2.210, 2.953, -0.382], [2.908, -1.743, 1.735], [1.873, -2.277, 0.693], [2.622, -2.888, -0.517], [0.838, -3.116, 1.284], [0.963, -4.510, 1.291], [-0.128, -5.328, 1.612], [-1.301, -4.735, 2.044], [-1.376, -3.352, 2.303], [-2.504, -2.914, 3.238], [-2.300, -1.839, 4.317], [-3.808, -2.796, 2.464], [-0.362, -2.496, 1.802], [-0.456, -1.048, 1.975], [-0.741, 0.061, 0.991], [-0.497, 1.278, 1.896], [-0.013, 0.853, 3.118], [0.055, -0.515, 3.151], [-0.892, 2.661, 1.828], [0.006, 3.586, 1.202], [-0.157, 4.950, 1.463], [-1.182, 5.399, 2.289], [-2.059, 4.493, 2.875], [-2.025, 3.122, 2.568], [-3.119, 2.223, 3.107], [-3.598, 1.031, 2.243], [-2.927, 1.851, 4.593], [1.160, 3.246, 0.310], [1.010, 3.958, -1.095], [2.529, 3.595, 0.889], [3.746, -1.242, 1.210], [3.346, -2.601, 2.310], [2.505, -0.987, 2.449], [1.326, -1.418, 0.307], [3.155, -3.766, -0.118], [3.373, -2.155, -0.893], [1.942, -3.177, -1.314], [1.879, -4.982, 0.935], [-0.076, -6.412, 1.554], [-2.165, -5.320, 2.312], [-2.591, -3.826, 3.872], [-2.333, -0.804, 3.983], [-1.368, -2.085, 4.860], [-3.102, -1.965, 5.058], [-3.764, -1.968, 1.712], [-4.710, -2.647, 3.089], [-3.943, -3.778, 1.960], [0.272, 1.529, 3.906], [0.450, -1.151, 3.925], [0.492, 5.660, 0.940], [-1.286, 6.457, 2.523], [-2.827, 4.868, 3.561], [-4.031, 2.867, 3.130], [-3.028, 0.106, 2.345], [-3.542, 1.292, 1.152], [-4.659, 0.828, 2.461], [-2.050, 1.194, 4.781], [-3.848, 1.400, 4.989], [-2.776, 2.800, 5.141], [1.103, 2.162, 0.123], [1.215, 5.068, -0.975], [-0.004, 3.778, -1.510], [1.793, 3.548, -1.762], [2.613, 4.670, 1.191], [3.345, 3.393, 0.181], [2.685, 3.017, 1.795], [4.715, 1.309, -4.726], [3.289, 0.883, -3.789], [3.327, 0.748, -2.389], [2.165, 0.477, -1.714], [0.918, 0.488, -2.298], [0.889, 0.697, -3.650], [2.048, 0.806, -4.414], [5.842, -0.008, -4.353], [6.583, -0.091, -3.165], [7.345, -1.246, -2.908], [7.501, -2.190, -3.826], [6.799, -2.107, -4.954], [5.927, -1.061, -5.250], [4.272, 0.861, -1.848], [2.183, 0.339, -0.617], [-0.110, 0.766, -4.110], [1.981, 0.802, -5.503], [6.522, 0.652, -2.379], [7.919, -1.431, -1.998], [6.898, -2.924, -5.647], [5.394, -0.988, -6.213]]
}

---

No. 2
{
  "formula": "C45H56ClFeN4O6Se",
  "method": "the ωB97M-V functional and the def2-TZVPD basis",
  "homo_lumo_gap_ev": [5.0, 7.1],
  "s2": 6.120,
  "charge": -1,
  "e_homo_ev": [-2.5857, -5.2718],
  "multiplicity": 5,
  "elements": ["Fe", "C", "C", "C", "C", "C", "C", "C", "C", "C", "C", "C", "C", "N", "C", "C", "N", "C", "C", "C", "C", "C", "C", "C", "C", "C", "C", "C", "C", "H", "H", "H", "H", "H", "H", "H", "H", "H", "H", "H", "H", "H", "H", "H", "H", "H", "H", "H", "H", "H", "H", "H", "H", "H", "H", "H", "H", "H", "H", "H", "H", "H", "H", "H", "H", "O", "C", "O", "Cl", "O", "O", "O", "C", "C", "C", "C", "C", "C", "C", "O", "C", "C", "C", "H", "H", "H", "H", "H", "H", "H", "H", "H", "H", "H", "H", "C", "N", "C", "Se", "N", "C", "C", "C", "C", "C", "C", "H", "H", "H", "H", "H", "H", "H", "H"],
  "positions_angstrom": [[-20.171, 6.355, -6.599], [-17.844, 8.628, -2.940], [-19.303, 8.178, -3.188], [-20.053, 7.875, -1.906], [-19.978, 9.211, -3.920], [-19.830, 10.589, -3.561], [-20.353, 11.629, -4.262], [-21.262, 11.404, -5.363], [-21.608, 10.103, -5.695], [-22.565, 9.784, -6.784], [-22.553, 10.747, -7.979], [-24.024, 9.913, -6.372], [-20.803, 9.075, -5.093], [-21.130, 7.771, -5.363], [-22.390, 7.197, -5.123], [-22.733, 6.014, -5.740], [-21.971, 5.639, -6.809], [-22.376, 4.721, -7.830], [-22.588, 5.125, -9.107], [-22.647, 4.116, -10.048], [-22.639, 2.787, -9.755], [-22.574, 2.408, -8.436], [-22.363, 3.327, -7.460], [-22.096, 2.905, -6.035], [-21.389, 1.511, -6.071], [-23.357, 2.759, -5.152], [-22.657, 6.538, -9.491], [-21.431, 7.456, -9.496], [-23.827, 7.115, -8.776], [-17.392, 7.922, -2.294], [-17.675, 9.526, -2.414], [-17.344, 8.584, -3.900], [-19.354, 7.249, -3.808], [-20.061, 8.782, -1.304], [-19.541, 7.029, -1.408], [-21.054, 7.568, -2.148], [-19.334, 10.926, -2.609], [-20.282, 12.613, -3.855], [-21.764, 12.322, -5.673], [-22.258, 8.834, -7.215], [-22.281, 11.786, -7.801], [-23.499, 10.705, -8.458], [-21.634, 10.492, -8.645], [-24.262, 10.871, -5.839], [-24.297, 9.150, -5.604], [-24.674, 9.836, -7.268], [-23.018, 7.733, -4.412], [-23.772, 5.703, -5.545], [-22.803, 4.479, -11.028], [-22.931, 2.031, -10.507], [-22.670, 1.332, -8.258], [-21.462, 3.670, -5.508], [-21.951, 0.690, -6.529], [-21.105, 1.222, -5.053], [-20.433, 1.641, -6.582], [-24.006, 2.095, -5.670], [-23.784, 3.655, -4.860], [-23.180, 2.296, -4.180], [-23.025, 6.526, -10.552], [-20.871, 7.286, -8.546], [-21.648, 8.548, -9.384], [-20.738, 7.296, -10.359], [-23.521, 7.298, -7.734], [-24.668, 6.428, -8.720], [-24.094, 8.050, -9.322], [-21.878, -2.141, -7.354], [-22.150, -2.033, -6.261], [-19.217, 9.219, -7.962], [-18.151, 8.312, -7.806], [-18.504, 7.431, -6.616], [-16.896, 8.880, -7.607], [-17.997, 7.337, -8.917], [-17.017, -0.176, -11.209], [-17.841, 0.950, -10.497], [-18.431, 1.992, -11.232], [-18.815, 3.168, -10.563], [-19.228, 4.355, -11.478], [-18.847, 3.236, -9.125], [-19.259, 4.425, -8.488], [-19.324, 4.538, -7.196], [-18.229, 2.114, -8.355], [-17.972, 2.172, -6.954], [-17.774, 1.022, -9.109], [-17.502, -0.771, -11.932], [-16.760, -0.846, -10.453], [-16.149, 0.270, -11.737], [-18.442, 1.917, -12.277], [-19.005, 4.185, -12.485], [-18.747, 5.272, -11.100], [-20.274, 4.501, -11.513], [-19.580, 5.240, -9.114], [-18.874, 2.348, -6.390], [-17.273, 2.987, -6.762], [-17.394, 1.338, -6.577], [-17.171, 0.274, -8.577], [-17.380, 4.652, -1.255], [-17.438, 4.886, -2.643], [-18.376, 4.407, -3.470], [-19.793, 3.300, -3.034], [-18.055, 4.763, -4.698], [-16.822, 5.394, -4.714], [-16.171, 6.038, -5.731], [-15.049, 6.760, -5.388], [-14.623, 6.787, -4.091], [-15.271, 6.154, -3.035], [-16.464, 5.545, -3.376], [-16.614, 3.984, -1.090], [-18.263, 4.078, -0.956], [-17.361, 5.605, -0.707], [-18.595, 4.388, -5.487], [-16.540, 5.835, -6.709], [-14.448, 7.233, -6.147], [-13.598, 7.277, -3.984], [-14.974, 6.151, -2.009]]
}